Entry 1:
Below is a molecular structure, C15H27NSeSiTl, with properties calculated with ωB97M-V/def2-TZVPD.

Calculated values
Electronic energy: -95395.1308 eV
Kohn-Sham gap (alpha / beta): 5.86 / 7.26 eV
Max |F|: 0.85 eV/A
Charge: +1
Highest occupied orbital energy (alpha / beta): -11.174 / -11.863 eV

Last column: Löwdin charge in e.
Geometry (Å):
Tl (-1.301, 0.243, -0.554)  0.839
Se (-1.166, 3.488, -0.432)  0.294
Si (-2.524, 5.292, 0.275)  0.245
N (0.835, -1.298, -0.873)  0.016
C (-2.208, 6.660, -1.004)  -0.220
C (-4.355, 4.783, 0.401)  -0.213
C (1.043, -2.164, 0.116)  -0.276
C (1.224, -1.462, -2.253)  -0.639
C (2.746, -1.599, -2.436)  -0.015
C (1.283, -3.784, 2.411)  0.038
C (0.589, -1.735, 1.401)  -0.017
C (0.778, -0.187, -2.988)  -0.091
C (0.155, -2.041, 3.838)  -0.034
C (2.434, -5.583, 1.087)  -0.032
C (1.778, -4.243, 1.189)  -0.246
C (1.652, -3.452, 0.064)  0.041
C (0.686, -2.522, 2.523)  -0.253
C (-1.906, 5.733, 2.019)  -0.212
C (0.503, -2.661, -2.891)  -0.016
H (1.128, -0.202, -4.016)  0.096
H (3.457, -5.481, 0.732)  0.092
H (-0.917, -1.861, 3.765)  0.088
H (1.182, 0.697, -2.496)  0.085
H (-2.172, 4.954, 2.728)  0.029
H (3.258, -0.760, -1.975)  0.093
H (2.972, -1.597, -3.498)  0.092
H (-2.738, 7.560, -0.714)  0.034
H (3.144, -2.511, -2.006)  0.072
H (-0.829, 5.856, 2.047)  0.026
H (0.632, -1.103, 4.119)  0.090
H (0.172, -0.734, 1.493)  0.058
H (-0.314, -0.122, -3.018)  0.024
H (-4.748, 4.358, -0.515)  0.025
H (-2.361, 6.658, 2.354)  0.037
H (-2.541, 6.373, -1.995)  0.028
H (1.373, -4.412, 3.285)  0.125
H (-0.567, -2.563, -2.728)  0.086
H (-1.151, 6.896, -1.067)  0.029
H (1.895, -6.216, 0.385)  0.091
H (2.034, -3.844, -0.863)  0.101
H (0.330, -2.771, 4.624)  0.082
H (-4.505, 4.061, 1.198)  0.027
H (-4.948, 5.661, 0.641)  0.034
H (0.688, -2.685, -3.960)  0.096
H (2.454, -6.077, 2.052)  0.080
H (0.827, -3.604, -2.467)  0.071

Entry 2:
Below is a molecular structure, C15H28AlNO, with properties calculated with ωB97M-V/def2-TZVPD.

Calculated values
Electronic energy: -26125.3916 eV
Kohn-Sham gap (alpha / beta): 4.65 / 4.77 eV
Max |F|: 4.70 eV/A
Charge: +2
Highest occupied orbital energy (alpha / beta): -15.147 / -15.278 eV

Last column: Löwdin charge in e.
Geometry (Å):
Al (-0.190, -1.180, 0.185)  0.485
O (1.745, -0.827, 0.000)  0.004
N (1.876, -1.173, 2.263)  0.208
C (-1.697, -2.072, -0.368)  -0.200
C (0.866, 1.962, 0.298)  -0.146
C (-1.097, 0.749, 0.651)  -0.257
C (2.447, -0.980, 1.069)  -0.454
C (0.864, 2.149, -2.265)  0.028
C (-1.953, 0.796, -1.843)  0.017
C (3.915, -0.937, 0.882)  0.053
C (0.048, 1.787, 2.738)  0.006
C (-2.285, -3.480, -2.303)  -0.054
C (-1.146, -2.636, -1.694)  -0.274
C (0.315, 1.624, -0.987)  -0.134
C (-2.489, 0.728, 1.251)  0.014
C (2.078, 2.738, 0.524)  0.017
C (-0.050, 1.541, 1.289)  -0.145
C (-0.856, 0.870, -0.806)  -0.186
H (1.854, 3.810, 0.410)  0.134
H (-2.347, -4.378, -1.701)  0.092
H (-2.533, -1.314, -0.448)  0.065
H (-0.027, 2.862, 2.953)  0.127
H (0.977, 1.412, 3.189)  0.098
H (-0.782, 1.290, 3.276)  0.101
H (-2.093, -3.724, -3.315)  0.078
H (4.136, -1.557, 0.001)  0.122
H (-2.204, -2.833, 0.275)  0.125
H (2.862, 2.479, -0.204)  0.109
H (2.468, -1.213, 3.093)  0.156
H (-3.220, -2.931, -2.218)  0.090
H (-2.744, 0.069, -1.614)  0.087
H (-0.865, -1.797, -2.420)  0.124
H (-2.446, 1.779, -1.924)  0.136
H (-1.556, 0.541, -2.832)  0.101
H (4.459, -1.295, 1.760)  0.109
H (-2.950, 1.726, 1.206)  0.131
H (-3.167, 0.037, 0.740)  0.086
H (0.859, -1.073, 2.440)  0.084
H (0.319, 1.733, -3.132)  0.101
H (-2.451, 0.419, 2.294)  0.096
H (-0.195, -3.208, -1.467)  0.130
H (0.757, 3.240, -2.308)  0.125
H (2.485, 2.587, 1.532)  0.105
H (4.188, 0.108, 0.652)  0.114
H (1.920, 1.903, -2.395)  0.108
H (-0.098, -2.330, 1.268)  0.081

Entry 3:
Below is a molecular structure, C15H28HgN4O3Ta, with properties calculated with ωB97M-V/def2-TZVPD.

Calculated values
Electronic energy: -33824.3450 eV
Kohn-Sham gap (alpha / beta): 7.56 / 7.46 eV
Max |F|: 4.41 eV/A
Charge: +2
Highest occupied orbital energy (alpha / beta): -15.230 / -16.050 eV
Spin multiplicity: 2

Last column: Löwdin charge in e.
Geometry (Å):
Hg (0.731, 1.181, -3.332)  1.020
Ta (0.013, -0.026, -0.143)  1.807
O (-1.780, 0.561, 0.815)  -0.091
O (1.745, -0.718, 3.329)  0.152
O (3.968, -1.345, 1.069)  0.254
N (-0.659, -1.728, -0.857)  -0.234
N (1.896, -0.507, 0.019)  -0.099
N (0.098, 0.032, 1.881)  -0.026
N (-0.002, 1.696, -1.504)  -0.480
C (2.966, -0.951, 0.600)  -0.275
C (0.222, -3.180, 0.938)  -0.046
C (-1.188, 0.426, 1.954)  -0.440
C (0.758, 2.905, -0.963)  -0.691
C (-1.460, 2.044, -1.675)  -0.162
C (0.239, 3.363, 0.403)  -0.033
C (2.235, 2.552, -0.831)  -0.073
C (-1.651, 0.603, 3.325)  -0.038
C (0.591, 4.080, -1.939)  -0.046
C (-0.265, -3.113, -0.501)  -0.647
C (0.861, -3.522, -1.447)  -0.022
C (0.650, -0.222, 3.171)  -0.377
C (-1.471, -4.042, -0.655)  -0.026
C (-1.464, -1.623, -2.093)  -0.107
C (-0.431, 0.195, 4.152)  -0.034
H (-2.125, 1.254, -1.296)  0.065
H (-1.929, 1.651, 3.507)  0.160
H (-1.236, -0.708, -2.658)  0.023
H (-0.840, 3.564, 0.404)  0.090
H (0.521, -3.509, -2.489)  0.087
H (-0.656, -0.639, 4.830)  0.152
H (1.713, -2.838, -1.349)  0.072
H (-0.449, 4.423, -1.993)  0.095
H (-1.693, 2.179, -2.748)  0.085
H (-0.056, 1.033, 4.757)  0.151
H (1.194, -4.541, -1.200)  0.114
H (2.766, 3.433, -0.435)  0.117
H (1.207, 4.918, -1.581)  0.113
H (2.411, 1.706, -0.155)  0.045
H (-0.574, -2.892, 1.637)  0.093
H (0.484, -4.229, 1.149)  0.115
H (1.115, -2.572, 1.116)  0.047
H (-2.522, -0.035, 3.531)  0.161
H (0.480, 2.667, 1.218)  0.076
H (2.691, 2.307, -1.801)  0.068
H (-1.756, -4.183, -1.703)  0.090
H (0.937, 3.839, -2.953)  0.065
H (-2.328, -3.653, -0.094)  0.102
H (-1.722, 2.981, -1.163)  0.088
H (0.745, 4.315, 0.639)  0.119
H (-2.546, -1.636, -1.873)  0.113
H (-1.223, -2.465, -2.759)  0.096
H (-1.212, -5.030, -0.252)  0.109

Entry 4:
Below is a molecular structure, C15H28N7OPPtS3, with properties calculated with ωB97M-V/def2-TZVPD.

Calculated values
Electronic energy: -73512.7966 eV
Kohn-Sham gap (alpha / beta): 5.11 / 5.07 eV
Max |F|: 4.32 eV/A
Charge: +2
Highest occupied orbital energy (alpha / beta): -13.223 / -13.204 eV

Last column: Löwdin charge in e.
Geometry (Å):
Pt (-0.752, 0.143, -0.610)  0.504
S (-0.363, 2.331, 0.590)  0.646
S (0.236, 1.039, -2.736)  0.535
S (-0.198, -1.987, -2.875)  0.980
P (-3.028, -0.470, -0.301)  0.624
O (-0.081, -3.286, -3.502)  -0.405
N (1.056, -0.426, 0.687)  -0.072
N (-0.511, 3.577, -2.431)  -0.052
N (1.293, 3.152, -3.813)  0.139
N (1.693, 0.644, 1.090)  -0.019
N (0.042, -2.021, -1.277)  -0.342
N (0.320, -3.062, -0.499)  -0.068
N (1.992, 2.822, 1.659)  0.007
C (1.228, 1.851, 1.160)  -0.744
C (1.515, -1.593, 1.093)  -0.237
C (1.008, -2.868, 0.692)  -0.074
C (0.218, -5.424, -0.103)  0.012
C (3.075, 2.427, 3.845)  -0.065
C (-3.803, -1.064, -1.844)  -0.249
C (0.338, 2.737, -2.991)  -0.822
C (1.236, -3.994, 1.503)  0.032
C (0.867, -5.262, 1.129)  0.027
C (3.252, 2.575, 2.337)  -0.219
C (-3.332, -1.839, 0.866)  -0.252
C (-4.147, 0.837, 0.293)  -0.248
C (-0.485, 5.013, -2.612)  -0.042
C (-0.059, -4.324, -0.859)  -0.001
C (2.662, -1.561, 2.060)  -0.015
H (-2.796, -2.733, 0.553)  0.031
H (-3.767, -0.287, -2.604)  0.055
H (4.025, 2.197, 4.315)  0.082
H (-4.226, 1.628, -0.448)  0.051
H (-3.766, 1.262, 1.219)  0.048
H (1.069, -6.104, 1.769)  0.136
H (2.706, 3.351, 4.279)  0.078
H (-0.533, 5.273, -3.670)  0.100
H (2.315, -1.358, 3.073)  0.106
H (-1.151, 3.205, -1.742)  0.063
H (-5.136, 0.414, 0.470)  0.060
H (-0.078, -6.397, -0.460)  0.135
H (3.236, -2.479, 2.047)  0.084
H (3.314, -0.734, 1.781)  0.078
H (1.414, 4.126, -4.041)  0.116
H (-4.402, -2.054, 0.889)  0.061
H (1.569, 3.730, 1.796)  0.138
H (1.704, -3.851, 2.461)  0.129
H (-3.002, -1.560, 1.865)  0.054
H (-4.843, -1.324, -1.648)  0.064
H (-1.349, 5.445, -2.117)  0.100
H (2.375, 1.628, 4.076)  0.071
H (-0.577, -4.412, -1.797)  0.114
H (-3.279, -1.943, -2.217)  0.027
H (3.915, 3.415, 2.122)  0.126
H (1.897, 2.478, -4.256)  0.111
H (3.679, 1.668, 1.909)  0.102
H (0.418, 5.446, -2.178)  0.100

Entry 5:
Below is a molecular structure, C15H29AuN2O3Si, with properties calculated with ωB97M-V/def2-TZVPD.

Calculated values
Electronic energy: -36701.7692 eV
Kohn-Sham gap (alpha / beta): 9.71 / 7.48 eV
Max |F|: 0.06 eV/A
Charge: +2
Highest occupied orbital energy (alpha / beta): -15.596 / -16.419 eV
Spin multiplicity: 3

Last column: Löwdin charge in e.
Geometry (Å):
Au (-0.413, -0.275, -0.301)  1.233
Si (2.554, 1.634, 0.859)  0.478
O (-2.252, -1.267, -1.213)  -0.327
O (-1.200, 1.666, -1.146)  -0.346
O (-2.529, 0.479, 0.927)  -0.202
N (1.559, 0.129, 0.510)  -0.006
N (0.751, -1.932, 0.430)  0.043
C (-2.083, -1.749, -2.560)  -0.046
C (4.152, 1.428, -0.060)  -0.150
C (2.726, 1.678, 2.705)  -0.148
C (0.742, -3.228, 0.624)  -0.258
C (-3.661, -0.230, 0.430)  -0.140
C (2.975, -1.703, 1.371)  0.060
C (-0.840, 2.128, -2.459)  -0.047
C (1.821, -1.133, 0.789)  -0.395
C (1.890, -3.835, 1.208)  0.060
C (-2.295, 2.401, -0.577)  -0.160
C (-0.449, -4.035, 0.240)  0.013
C (1.529, 3.024, 0.191)  -0.153
C (-3.515, -0.604, -1.030)  -0.156
C (-2.552, 1.898, 0.831)  -0.152
C (2.987, -3.074, 1.571)  0.008
H (3.852, -3.550, 2.013)  0.137
H (-2.030, 3.460, -0.540)  0.147
H (-3.166, 2.290, -1.226)  0.131
H (-1.767, 2.242, 1.503)  0.131
H (-1.680, 2.001, -3.143)  0.105
H (-2.879, -2.455, -2.793)  0.110
H (-1.268, -3.396, -0.082)  0.066
H (3.293, 0.834, 3.099)  0.035
H (0.008, 1.537, -2.795)  0.097
H (-0.184, -4.725, -0.565)  0.112
H (3.260, 2.587, 2.989)  0.055
H (4.722, 2.358, 0.017)  0.055
H (-4.578, 0.349, 0.569)  0.149
H (3.988, 1.233, -1.121)  0.047
H (-2.108, -0.918, -3.267)  0.100
H (-3.733, -1.133, 1.035)  0.143
H (0.525, 3.032, 0.619)  0.024
H (-1.120, -2.251, -2.609)  0.092
H (-3.558, 0.258, -1.699)  0.122
H (1.452, 2.976, -0.896)  0.032
H (4.783, 0.635, 0.342)  0.034
H (-0.775, -4.641, 1.085)  0.109
H (1.754, 1.699, 3.201)  0.045
H (1.882, -4.905, 1.366)  0.141
H (-4.314, -1.295, -1.308)  0.150
H (-0.562, 3.181, -2.413)  0.104
H (-3.505, 2.298, 1.188)  0.147
H (1.999, 3.977, 0.444)  0.058
H (3.812, -1.080, 1.647)  0.114